a:
# C9H14

A 2-piece molecular cluster, C9H14 overall (wB97M-V/def2-TZVPD, the OMol25 dataset).

Last column: natural (NBO) charge in e.
Geometry (Å):
C (-2.27, 0.53, 1.87)  -0.660
C (-1.27, 0.73, 0.71)  -0.026
C (-1.45, -0.03, -0.45)  -0.212
C (-0.80, 0.30, -1.63)  -0.179
C (0.13, 1.31, -1.61)  -0.249
C (0.43, 1.91, -0.46)  -0.188
C (-0.21, 1.59, 0.77)  -0.213
H (-2.26, -0.19, 2.68)  0.236
H (-3.34, 0.57, 1.54)  0.221
H (-2.20, 1.35, 2.60)  0.218
H (-2.21, -0.86, -0.42)  0.215
H (-1.17, -0.06, -2.50)  0.203
H (0.12, 1.81, -2.51)  0.212
H (1.16, 2.67, -0.54)  0.209
H (0.00, 2.21, 1.69)  0.220
C (1.33, -2.04, -0.51)  -0.631
C (2.55, -1.46, 0.08)  -0.606
H (1.45, -2.12, -1.58)  0.204
H (0.90, -2.94, 0.02)  0.203
H (0.41, -1.39, -0.49)  0.221
H (2.39, -0.88, 0.90)  0.200
H (3.05, -0.74, -0.63)  0.205
H (3.24, -2.28, 0.46)  0.199

## Properties
Gap between HOMO and LUMO, eV: 10.134
LUMO energy, Eh: 0.037
Structure (SMILES): Cc1ccccc1.CC

=====

b:
# C9H14

A 2-piece molecular cluster, C9H14 overall (wB97M-V/def2-TZVPD, the OMol25 dataset).

Last column: natural (NBO) charge in e.
Geometry (Å):
C (0.18, 2.09, 0.65)  -0.637
C (0.18, 0.79, 1.41)  0.018
C (0.27, 0.79, 2.82)  -0.232
C (-0.15, -0.34, 3.49)  -0.195
C (-0.56, -1.53, 2.89)  -0.231
C (-0.65, -1.49, 1.51)  -0.195
C (-0.21, -0.40, 0.80)  -0.236
H (-0.45, 2.07, -0.24)  0.217
H (1.19, 2.28, 0.26)  0.219
H (-0.16, 2.89, 1.30)  0.220
H (0.62, 1.66, 3.33)  0.211
H (-0.20, -0.27, 4.57)  0.204
H (-0.83, -2.40, 3.48)  0.219
H (-1.01, -2.34, 0.95)  0.208
H (-0.32, -0.33, -0.28)  0.208
C (0.84, -0.22, -3.82)  -0.611
C (-0.36, -0.62, -2.92)  -0.605
H (1.61, 0.26, -3.22)  0.203
H (1.38, -1.12, -4.13)  0.201
H (0.51, 0.31, -4.71)  0.207
H (-1.26, -0.67, -3.53)  0.206
H (-0.14, -1.58, -2.45)  0.206
H (-0.46, 0.17, -2.17)  0.194

## Properties
Gap between HOMO and LUMO, eV: 9.910
LUMO energy, Eh: 0.037
Structure (SMILES): Cc1ccccc1.CC

=====

c:
# C9H14

A 2-piece molecular cluster, C9H14 overall (wB97M-V/def2-TZVPD, the OMol25 dataset).

Last column: natural (NBO) charge in e.
Geometry (Å):
C (-0.66, -1.54, -1.74)  -0.647
C (-1.05, -0.29, -1.01)  -0.013
C (-0.39, 0.94, -1.17)  -0.212
C (-0.72, 2.12, -0.55)  -0.209
C (-1.85, 2.21, 0.26)  -0.225
C (-2.54, 1.02, 0.44)  -0.207
C (-2.12, -0.21, -0.09)  -0.216
H (0.33, -1.37, -2.26)  0.217
H (-1.33, -1.62, -2.63)  0.231
H (-0.46, -2.44, -1.17)  0.232
H (0.44, 1.04, -1.90)  0.203
H (-0.28, 3.05, -0.86)  0.210
H (-1.98, 3.09, 0.88)  0.218
H (-3.36, 0.95, 1.17)  0.210
H (-2.78, -1.07, -0.08)  0.207
C (1.93, -1.31, 1.68)  -0.613
C (2.74, -0.21, 0.99)  -0.618
H (2.60, -2.03, 2.20)  0.203
H (1.37, -0.83, 2.48)  0.209
H (1.28, -1.88, 1.04)  0.205
H (2.68, 0.70, 1.58)  0.205
H (2.35, 0.07, 0.01)  0.206
H (3.79, -0.39, 0.76)  0.204

## Properties
Gap between HOMO and LUMO, eV: 10.133
LUMO energy, Eh: 0.038
Structure (SMILES): Cc1ccccc1.CC

=====

d:
# C9H14

A 2-piece molecular cluster, C9H14 overall (wB97M-V/def2-TZVPD, the OMol25 dataset).

Last column: natural (NBO) charge in e.
Geometry (Å):
C (2.19, 0.03, 0.76)  -0.644
C (0.80, 0.33, 1.20)  -0.028
C (0.05, -0.53, 1.99)  -0.201
C (-1.26, -0.22, 2.34)  -0.212
C (-1.78, 1.03, 2.04)  -0.221
C (-1.01, 1.94, 1.34)  -0.203
C (0.30, 1.61, 1.03)  -0.211
H (2.52, -0.97, 0.43)  0.226
H (2.92, 0.20, 1.57)  0.223
H (2.51, 0.65, -0.07)  0.218
H (0.49, -1.47, 2.32)  0.209
H (-1.80, -0.80, 3.07)  0.213
H (-2.85, 1.18, 2.11)  0.211
H (-1.37, 2.96, 1.19)  0.213
H (0.83, 2.36, 0.45)  0.207
C (0.12, -1.05, -2.08)  -0.616
C (-0.85, -1.01, -3.25)  -0.612
H (1.03, -1.48, -2.52)  0.201
H (0.55, -0.08, -1.82)  0.204
H (-0.18, -1.58, -1.18)  0.214
H (-1.89, -0.71, -3.10)  0.206
H (-0.86, -1.98, -3.75)  0.200
H (-0.45, -0.40, -4.08)  0.203

## Properties
Gap between HOMO and LUMO, eV: 10.064
LUMO energy, Eh: 0.037
Structure (SMILES): Cc1ccccc1.CC

=====

Going by the energies, b is most stable and the next is 0.0035 hartree up.

=====

a:
# C9H14

A 2-piece molecular cluster, C9H14 overall (wB97M-V/def2-TZVPD, the OMol25 dataset).

Last column: natural (NBO) charge in e.
Geometry (Å):
C (-0.97, -3.06, -0.84)  -0.630
C (-0.08, -2.07, -0.15)  -0.024
C (-0.45, -1.55, 1.09)  -0.209
C (0.35, -0.59, 1.69)  -0.204
C (1.49, -0.11, 1.06)  -0.234
C (1.86, -0.62, -0.16)  -0.203
C (1.06, -1.58, -0.78)  -0.206
H (-1.06, -3.98, -0.26)  0.218
H (-0.66, -3.37, -1.83)  0.216
H (-2.01, -2.71, -0.92)  0.219
H (-1.33, -1.89, 1.65)  0.212
H (0.10, -0.20, 2.68)  0.212
H (1.99, 0.75, 1.49)  0.214
H (2.73, -0.27, -0.69)  0.212
H (1.31, -1.89, -1.78)  0.208
C (-1.01, 2.30, -0.12)  -0.616
C (-0.09, 3.47, -0.47)  -0.608
H (-1.54, 1.88, -0.97)  0.205
H (-0.43, 1.53, 0.38)  0.214
H (-1.70, 2.66, 0.65)  0.200
H (-0.43, 3.96, -1.39)  0.201
H (-0.08, 4.19, 0.34)  0.201
H (0.94, 3.16, -0.66)  0.200

## Properties
Gap between HOMO and LUMO, eV: 10.109
LUMO energy, Eh: 0.038
Structure (SMILES): Cc1ccccc1.CC

=====

b:
# C9H14

A 2-piece molecular cluster, C9H14 overall (wB97M-V/def2-TZVPD, the OMol25 dataset).

Last column: natural (NBO) charge in e.
Geometry (Å):
C (2.70, -2.06, -0.73)  -0.652
C (1.84, -0.89, -0.93)  -0.019
C (0.41, -1.18, -0.96)  -0.203
C (-0.60, -0.31, -1.02)  -0.218
C (-0.22, 1.04, -1.13)  -0.220
C (1.10, 1.38, -1.02)  -0.239
C (2.11, 0.49, -0.89)  -0.206
H (2.60, -2.71, -1.63)  0.226
H (2.39, -2.77, 0.11)  0.234
H (3.81, -1.86, -0.85)  0.226
H (0.17, -2.29, -0.86)  0.191
H (-1.65, -0.62, -0.98)  0.215
H (-1.12, 1.65, -0.82)  0.231
H (1.38, 2.39, -0.83)  0.212
H (3.20, 0.75, -0.76)  0.211
C (-2.35, 0.38, 2.16)  -0.600
C (-2.08, 1.44, 1.13)  -0.589
H (-2.41, 0.80, 3.14)  0.201
H (-3.33, 0.06, 2.07)  0.193
H (-1.88, -0.52, 2.06)  0.206
H (-2.49, 1.07, 0.29)  0.188
H (-1.01, 1.54, 1.15)  0.213
H (-2.58, 2.24, 1.29)  0.196

## Properties
Gap between HOMO and LUMO, eV: 9.625
LUMO energy, Eh: 0.035
Structure (SMILES): Cc1ccccc1.CC

=====

Going by the energies, a is most stable and the next is 0.0876 hartree up.

=====

a:
# C9H14

A 2-piece molecular cluster, C9H14 overall (wB97M-V/def2-TZVPD, the OMol25 dataset).

Last column: natural (NBO) charge in e.
Geometry (Å):
C (0.53, 1.29, 1.80)  -0.641
C (0.86, 0.74, 0.44)  -0.056
C (1.88, 1.23, -0.27)  -0.193
C (2.31, 0.71, -1.46)  -0.224
C (1.64, -0.43, -1.93)  -0.201
C (0.65, -1.13, -1.20)  -0.226
C (0.26, -0.43, -0.10)  -0.190
H (0.96, 0.74, 2.66)  0.226
H (-0.57, 1.41, 1.91)  0.219
H (0.91, 2.35, 2.16)  0.221
H (2.25, 2.13, 0.28)  0.206
H (3.08, 1.23, -2.06)  0.223
H (2.04, -0.92, -2.78)  0.202
H (0.10, -2.06, -1.53)  0.229
H (-0.52, -0.91, 0.53)  0.202
C (-3.38, -0.18, 0.67)  -0.607
C (-2.93, -1.56, 1.01)  -0.610
H (-4.23, 0.05, 1.32)  0.210
H (-2.62, 0.51, 0.68)  0.204
H (-3.91, -0.10, -0.34)  0.199
H (-2.27, -1.42, 1.79)  0.200
H (-3.71, -2.29, 1.42)  0.206
H (-2.40, -2.16, 0.22)  0.201

## Properties
Gap between HOMO and LUMO, eV: 10.032
LUMO energy, Eh: 0.037
Structure (SMILES): Cc1ccccc1.CC

=====

b:
# C9H14

A 2-piece molecular cluster, C9H14 overall (wB97M-V/def2-TZVPD, the OMol25 dataset).

Last column: natural (NBO) charge in e.
Geometry (Å):
C (-0.20, 1.72, -3.16)  -0.633
C (-0.57, 0.87, -1.96)  -0.004
C (0.14, -0.33, -1.74)  -0.220
C (0.03, -0.97, -0.52)  -0.198
C (-0.96, -0.57, 0.37)  -0.228
C (-1.79, 0.51, 0.07)  -0.198
C (-1.51, 1.30, -1.03)  -0.230
H (0.74, 1.42, -3.62)  0.214
H (0.02, 2.74, -2.84)  0.220
H (-1.04, 1.64, -3.85)  0.221
H (0.80, -0.61, -2.55)  0.209
H (0.63, -1.84, -0.30)  0.211
H (-1.06, -1.01, 1.35)  0.212
H (-2.61, 0.63, 0.77)  0.213
H (-2.11, 2.18, -1.24)  0.211
C (1.35, -1.32, 2.80)  -0.608
C (2.47, -0.93, 3.78)  -0.605
H (0.91, -2.26, 3.17)  0.196
H (0.52, -0.63, 2.82)  0.204
H (1.71, -1.55, 1.80)  0.206
H (2.67, 0.13, 3.64)  0.202
H (3.37, -1.50, 3.57)  0.202
H (2.19, -1.14, 4.81)  0.203

## Properties
Gap between HOMO and LUMO, eV: 9.978
LUMO energy, Eh: 0.038
Structure (SMILES): Cc1ccccc1.CC

=====

Going by the energies, b is most stable and the next is 0.0374 hartree up.

=====

a:
# C9H14

A 2-piece molecular cluster, C9H14 overall (wB97M-V/def2-TZVPD, the OMol25 dataset).

Last column: natural (NBO) charge in e.
Geometry (Å):
C (-2.20, 0.23, 0.95)  -0.629
C (-1.53, -0.15, -0.33)  -0.023
C (-1.88, -1.28, -1.05)  -0.206
C (-1.18, -1.65, -2.19)  -0.206
C (-0.10, -0.89, -2.61)  -0.221
C (0.24, 0.28, -1.93)  -0.212
C (-0.46, 0.63, -0.80)  -0.211
H (-2.19, 1.32, 1.05)  0.217
H (-1.63, -0.11, 1.82)  0.221
H (-3.20, -0.19, 1.02)  0.217
H (-2.79, -1.80, -0.75)  0.206
H (-1.41, -2.56, -2.72)  0.213
H (0.40, -1.16, -3.53)  0.211
H (0.98, 0.93, -2.38)  0.215
H (-0.21, 1.53, -0.24)  0.207
C (2.55, 0.27, 1.16)  -0.628
C (1.75, 0.90, 2.31)  -0.615
H (1.87, -0.06, 0.37)  0.220
H (3.08, 1.05, 0.58)  0.200
H (3.33, -0.43, 1.43)  0.211
H (0.69, 0.77, 2.14)  0.200
H (1.95, 0.40, 3.26)  0.207
H (1.95, 1.96, 2.43)  0.205

## Properties
Gap between HOMO and LUMO, eV: 10.077
LUMO energy, Eh: 0.038
Structure (SMILES): Cc1ccccc1.CC

=====

b:
# C9H14

A 2-piece molecular cluster, C9H14 overall (wB97M-V/def2-TZVPD, the OMol25 dataset).

Last column: natural (NBO) charge in e.
Geometry (Å):
C (-0.31, 2.60, -2.98)  -0.628
C (-0.24, 1.27, -2.29)  -0.023
C (0.78, 1.10, -1.34)  -0.194
C (1.05, -0.14, -0.75)  -0.220
C (0.18, -1.18, -0.98)  -0.223
C (-0.98, -0.99, -1.73)  -0.205
C (-1.15, 0.22, -2.40)  -0.212
H (0.15, 3.31, -2.31)  0.216
H (-1.30, 2.96, -3.25)  0.217
H (0.24, 2.62, -3.93)  0.222
H (1.40, 1.94, -1.04)  0.202
H (1.87, -0.14, -0.05)  0.217
H (0.49, -2.19, -0.74)  0.211
H (-1.72, -1.76, -1.87)  0.215
H (-2.03, 0.33, -3.02)  0.207
C (0.71, -0.79, 3.23)  -0.614
C (-0.28, -1.78, 3.94)  -0.614
H (0.97, -1.21, 2.27)  0.205
H (0.18, 0.15, 3.06)  0.202
H (1.53, -0.46, 3.87)  0.205
H (-0.18, -2.73, 3.43)  0.207
H (-1.29, -1.39, 3.86)  0.203
H (-0.09, -1.74, 5.01)  0.205

## Properties
Gap between HOMO and LUMO, eV: 10.023
LUMO energy, Eh: 0.038
Structure (SMILES): Cc1ccccc1.CC

=====

c:
# C9H14

A 2-piece molecular cluster, C9H14 overall (wB97M-V/def2-TZVPD, the OMol25 dataset).

Last column: natural (NBO) charge in e.
Geometry (Å):
C (1.68, 2.22, -0.91)  -0.632
C (0.83, 1.47, 0.03)  -0.013
C (1.25, 0.21, 0.52)  -0.206
C (0.50, -0.64, 1.29)  -0.221
C (-0.79, -0.23, 1.61)  -0.217
C (-1.17, 1.10, 1.37)  -0.215
C (-0.38, 1.93, 0.59)  -0.208
H (1.22, 2.23, -1.90)  0.223
H (2.66, 1.77, -0.95)  0.218
H (1.70, 3.28, -0.67)  0.221
H (2.19, -0.08, 0.06)  0.198
H (0.93, -1.59, 1.57)  0.219
H (-1.41, -0.95, 2.12)  0.215
H (-2.15, 1.46, 1.62)  0.215
H (-0.67, 2.96, 0.41)  0.205
C (-1.41, -2.06, -1.40)  -0.620
C (-0.35, -3.02, -1.84)  -0.608
H (-1.03, -1.20, -0.87)  0.220
H (-1.97, -1.70, -2.29)  0.198
H (-2.30, -2.50, -0.95)  0.205
H (0.14, -3.47, -0.97)  0.198
H (0.46, -2.53, -2.39)  0.202
H (-0.68, -3.80, -2.53)  0.205

## Properties
Gap between HOMO and LUMO, eV: 9.915
LUMO energy, Eh: 0.036
Structure (SMILES): Cc1ccccc1.CC

=====

d:
# C9H14

A 2-piece molecular cluster, C9H14 overall (wB97M-V/def2-TZVPD, the OMol25 dataset).

Last column: natural (NBO) charge in e.
Geometry (Å):
C (0.67, -0.75, -2.01)  -0.635
C (-0.37, -0.77, -0.92)  -0.007
C (-0.64, -1.98, -0.25)  -0.225
C (-1.72, -1.99, 0.61)  -0.202
C (-2.55, -0.86, 0.78)  -0.235
C (-2.27, 0.33, 0.10)  -0.200
C (-1.15, 0.34, -0.77)  -0.220
H (0.32, -1.39, -2.82)  0.220
H (1.63, -1.08, -1.61)  0.215
H (0.93, 0.23, -2.40)  0.218
H (-0.06, -2.87, -0.42)  0.219
H (-2.05, -2.79, 1.24)  0.214
H (-3.45, -0.71, 1.37)  0.218
H (-3.02, 1.08, -0.13)  0.212
H (-0.95, 1.26, -1.31)  0.209
C (1.41, 1.86, 1.62)  -0.616
C (2.12, 1.08, 0.47)  -0.627
H (0.40, 1.49, 1.78)  0.216
H (2.08, 1.85, 2.49)  0.204
H (1.41, 2.93, 1.39)  0.200
H (2.30, 1.79, -0.33)  0.209
H (3.14, 0.89, 0.83)  0.199
H (1.80, 0.06, 0.29)  0.216

## Properties
Gap between HOMO and LUMO, eV: 10.076
LUMO energy, Eh: 0.038
Structure (SMILES): Cc1ccccc1.CC

=====

Going by the energies, a is most stable and the next is 0.0081 hartree up.